Record 1
ORCA calculation (wB97M-V/def2-TZVPD) on a cluster of 2 separate species, C2HO2S2 in total in a non-equilibrium geometry.

Geometry as XYZ:
```
7
Properties=species:S:1:pos:R:3:lowdin_charge:R:1
C -0.3353 0.7009 0.0040 -0.54
C 1.6150 -0.5195 0.0131 -1.00
O 2.2381 0.4581 -0.1438 0.00
O -0.0290 1.7990 0.3480 -0.13
S 1.5417 -2.0880 0.0053 0.61
S -2.4203 0.5186 -0.1647 0.29
H -2.6102 -0.8692 -0.0619 -0.24
```

Output
HOMO level in eV: -3.20
E_tot in Eh: -1023.68604
F_max in hartree/bohr: 0.0462
Net charge: -1
Multiplicity: 1
Lowest unoccupied orbital energy in eV: 3.28
Frontier orbital gap in eV: 6.482
Energy above the lowest of the compared OMol25 structures with the same formula, charge and spin in kcal per mole: 24.61



Record 2
ORCA calculation (wB97M-V/def2-TZVPD) on a cluster of 2 separate species, C5H8O in total in a non-equilibrium geometry.

Geometry as XYZ:
```
14
Properties=species:S:1:pos:R:3:lowdin_charge:R:1
C 0.7023 -1.3402 0.6864 -0.13
C -0.6486 -0.9509 -2.2706 0.02
O -1.5629 -1.5697 -1.9803 0.03
C 0.1458 0.9795 -0.2495 -0.26
C -0.9031 1.7965 -0.3041 -0.01
C 0.5369 0.1559 0.9424 -0.27
H 1.4066 -1.5322 -0.1375 0.07
H 1.0911 -1.8236 1.5861 0.07
H -0.2289 -1.8659 0.4290 0.06
H 0.8195 0.9030 -1.1057 0.09
H -1.6206 1.8664 0.5140 0.06
H -1.0708 2.4536 -1.1526 0.05
H 1.5021 0.5694 1.2813 0.11
H -0.1694 0.3581 1.7611 0.11
```

Output
HOMO level in eV: -9.62
E_tot in Eh: -270.51494
F_max in hartree/bohr: 0.0400
Multiplicity: 1
Lowest unoccupied orbital energy in eV: 1.13
Frontier orbital gap in eV: 10.747
Energy above the lowest of the compared OMol25 structures with the same formula, charge and spin in kcal per mole: 26.96



Record 3
ORCA calculation (wB97M-V/def2-TZVPD) on a structure of composition C43H46F2N4O3STi in a non-equilibrium geometry.

Geometry as XYZ:
```
100
Properties=species:S:1:pos:R:3:lowdin_spin:R:1
Ti 0.0963 -0.0284 -0.0850 0.04
C -6.1974 -3.6428 0.8282 0.00
C -5.0512 -2.6903 0.6145 0.00
C -5.2455 -1.3177 0.6242 0.01
C -4.1987 -0.3999 0.4340 0.00
C -4.4467 0.9997 0.5589 0.02
N -3.5614 1.9725 0.4033 0.02
C -3.8944 3.3518 0.7350 0.00
C -3.2847 3.8050 2.0566 0.01
C -3.7947 3.0640 3.2924 0.02
N -3.3974 1.6437 3.3329 0.19
C -2.1697 1.1933 3.0763 0.36
C -0.9331 1.8919 3.2942 0.03
C -0.7568 2.9117 4.2432 0.08
C 0.4693 3.5268 4.3943 0.00
C 0.6982 4.5872 5.4369 0.00
C 1.5187 3.1384 3.5558 0.10
C 1.3981 2.1429 2.5906 -0.01
C 2.8543 0.7614 0.6685 0.00
N 1.9605 -0.1095 -0.0414 0.00
C 2.6419 -1.3181 -0.5213 0.00
C 2.2937 -2.5277 0.3488 0.00
C 0.9632 -3.1680 -0.0076 0.00
N -0.2097 -2.2656 0.1239 0.00
C -1.3393 -2.8685 0.1536 0.00
C -2.6718 -2.2916 0.2335 0.00
C -3.7534 -3.1570 0.4363 0.01
C -2.8899 -0.8996 0.1718 0.00
O -1.9281 -0.0697 -0.0708 0.01
C 0.1681 1.4965 2.5124 0.08
O -0.0244 0.5190 1.6324 0.01
H -7.1436 -3.1077 0.8943 0.00
H -6.2788 -4.3600 0.0107 0.00
H -6.0731 -4.2116 1.7511 0.00
H -6.2450 -0.9297 0.7959 0.00
H -5.4604 1.3160 0.7822 0.00
H -2.6041 1.7308 0.1662 0.00
H -3.5656 4.0009 -0.0761 0.00
H -4.9840 3.4151 0.7849 0.00
H -2.1976 3.7337 1.9965 0.00
H -3.5207 4.8626 2.1927 0.00
H -3.4572 3.5680 4.1949 0.00
H -4.8854 3.0707 3.3220 0.00
H -4.1349 0.9892 3.1165 0.01
H -2.1223 0.1712 2.7232 0.02
H -1.5700 3.1818 4.9039 0.01
H -0.2226 4.8260 5.9678 0.00
H 1.4345 4.2601 6.1725 0.00
H 1.0754 5.5058 4.9851 0.00
H 2.4713 3.6442 3.6611 0.01
H 3.6552 1.1020 0.0136 0.00
H 2.3551 -1.5187 -1.5584 0.00
H 3.7219 -1.1530 -0.5122 0.00
H 3.0621 -3.2976 0.2445 0.00
H 2.2900 -2.2199 1.3973 0.00
H 1.0006 -3.5002 -1.0502 0.00
H 0.7966 -4.0496 0.6155 0.00
H -1.3315 -3.9643 0.1520 0.00
H -3.5637 -4.2255 0.4706 0.00
C 5.1212 5.1969 0.9017 0.00
C 3.7460 5.2786 0.7147 0.00
C 2.9440 4.1906 1.0172 0.00
C 3.4976 3.0070 1.4969 0.00
C 2.6078 1.8162 1.7468 0.00
C 3.3492 0.5074 2.0667 0.00
C 4.7828 0.5796 2.4166 0.00
C 5.4892 1.6872 2.2030 0.00
C 4.8804 2.9172 1.6759 0.00
C 5.6771 4.0249 1.3805 0.00
H 5.7541 6.0440 0.6727 0.00
H 3.3001 6.1875 0.3322 0.00
H 1.8702 4.2557 0.8784 0.00
H 2.7393 -0.1923 2.6273 0.00
H 5.2458 -0.2879 2.8714 0.00
H 6.5440 1.7202 2.4476 0.00
H 6.7482 3.9545 1.5299 0.00
F -0.6864 2.8391 0.0626 0.00
C -0.0553 1.9895 -0.8736 0.00
F -0.9118 2.0432 -1.9799 0.00
H 0.8404 2.5345 -1.1855 0.00
C 0.6094 2.1520 -8.0824 0.00
C 0.1652 1.4719 -6.8180 0.00
C -1.1829 1.3748 -6.4905 0.00
C -1.5904 0.7503 -5.3202 0.00
C -0.6299 0.2032 -4.4872 0.00
C 0.7238 0.2913 -4.7790 0.00
C 1.1088 0.9285 -5.9444 0.00
S -1.1716 -0.6067 -3.0149 0.00
C -1.1861 -2.2911 -3.5942 0.00
O 0.0573 -0.5896 -2.0938 0.00
H -0.2252 2.6306 -8.5914 0.00
H 1.0568 1.4330 -8.7705 0.00
H 1.3611 2.9129 -7.8709 0.00
H -1.9250 1.8085 -7.1488 0.00
H -2.6409 0.7074 -5.0583 0.00
H 1.4563 -0.1082 -4.0902 0.00
H 2.1628 1.0141 -6.1804 0.00
H -0.1726 -2.5617 -3.8884 0.00
H -1.8631 -2.3420 -4.4465 0.00
H -1.5512 -2.9230 -2.7864 0.00
```

Output
HOMO level (spin up / spin down) in eV: -7.56 / -9.55
E_tot in Eh: -3558.13521
F_max in hartree/bohr: 0.0419
Net charge: +1
Multiplicity: 2
Lowest unoccupied orbital energy (spin up / spin down) in eV: -3.51 / -3.43
Frontier orbital gap (spin up / spin down) in eV: 4.056 / 6.118
Energy above the lowest of the compared OMol25 structures with the same formula, charge and spin in kcal per mole: 0.00



Record 4
ORCA calculation (wB97M-V/def2-TZVPD) on a structure of composition C30H42FeN2O2P2 in a non-equilibrium geometry.

Geometry as XYZ:
```
79
Properties=species:S:1:pos:R:3:lowdin_spin:R:1
P 0.0649 -2.9523 -1.5854 0.01
P 0.4001 3.2631 -1.3802 0.04
C -1.2589 -2.3317 -2.6612 0.01
C -1.2602 -0.7835 -2.9184 0.04
H -2.1603 -2.8629 -2.2462 0.00
H -1.1326 -2.7866 -3.6655 0.00
H -0.9518 -0.6191 -3.9934 0.01
H -2.3085 -0.4063 -2.7543 0.01
C -1.2395 4.0465 -1.2353 0.01
H -1.3706 4.7086 -0.3639 0.00
H -1.8687 3.1562 -1.1111 0.00
H -1.5708 4.5521 -2.1381 0.00
C 1.8194 4.1055 -2.0851 0.03
H 1.4596 4.7879 -2.8565 0.00
H 2.2262 3.2015 -2.5698 0.03
H 2.5690 4.5669 -1.4256 0.00
C -0.5143 -4.4388 -0.6913 0.01
H 0.0972 -4.6006 0.2302 0.00
H -0.4704 -5.2992 -1.3696 0.00
H -1.5730 -4.2930 -0.4459 0.00
C 1.6240 -3.2649 -2.4509 0.03
H 2.1443 -2.3304 -2.7277 0.03
H 1.3938 -3.8872 -3.3245 0.00
H 2.2034 -3.8318 -1.7049 0.00
Fe 0.0809 0.8586 -2.5806 3.13
C 0.7029 1.7017 -4.6523 0.09
C -0.6637 1.7609 -4.5852 0.12
C -1.5868 1.4493 -5.7393 0.02
C -1.1088 0.3525 -6.7241 0.01
C -0.4161 -0.8368 -5.9900 0.01
C 0.8854 -0.9295 -5.6127 0.01
C 2.0049 0.0448 -5.9242 0.03
C 1.4444 1.4373 -5.9364 0.01
C 0.6339 -1.6564 -0.4450 0.07
H 1.4193 1.9762 -3.8423 0.05
H -1.1759 2.1614 -3.6821 0.02
H -1.7558 2.4052 -6.2789 0.01
H -2.5766 1.1487 -5.3568 0.00
H -2.0005 -0.0444 -7.2395 0.00
H -0.5491 0.7796 -7.5841 0.00
H -1.0225 -1.7942 -5.9674 0.00
H 1.2577 -1.9155 -5.3337 0.00
H 2.4687 -0.2488 -6.8846 0.01
H 2.8150 -0.0378 -5.1883 0.02
H 2.2446 2.1597 -6.0884 0.01
H 0.8088 1.5603 -6.8014 0.00
H 0.8132 -0.7373 -1.0832 0.06
H 1.5517 -1.8621 0.1628 0.01
H -0.1358 -1.4064 0.3021 0.00
O 0.8083 3.5517 0.2071 0.01
C 0.2580 2.6045 0.9617 0.00
N -0.2727 2.9483 2.1683 0.00
C -0.5603 1.7073 2.8841 0.00
C -0.7359 0.8382 1.6111 0.01
O -1.5722 -0.0623 1.4857 0.00
N 0.0041 1.3843 0.5522 0.02
C 0.6998 1.3938 3.7435 0.00
C 1.2221 0.1000 3.7907 0.00
C 2.3331 -0.1762 4.5967 0.00
C 2.9096 0.8115 5.4086 0.00
C 2.4302 2.1309 5.3023 0.00
C 1.3266 2.4241 4.4831 0.00
C -1.8070 1.9963 3.7855 0.00
C -1.9999 1.5765 5.1257 0.00
C -3.1149 1.9962 5.8905 0.00
C -4.0804 2.8466 5.3418 0.00
C -3.8718 3.3157 4.0383 0.00
C -2.7681 2.8789 3.2832 0.00
H 0.1472 3.7623 2.5890 0.00
H 0.7114 -0.7253 3.2763 0.00
H 2.7121 -1.1982 4.5663 0.00
H 3.7204 0.5337 6.1034 0.00
H 2.9164 2.9181 5.8841 0.00
H 0.9212 3.4455 4.5121 0.00
H -1.2940 0.8909 5.5935 0.00
H -3.2504 1.6413 6.9251 0.00
H -4.9339 3.1957 5.9508 0.00
H -4.5860 4.0203 3.6060 0.00
H -2.7160 3.2461 2.2588 0.00
```

Output
HOMO level (spin up / spin down) in eV: -2.48 / -5.29
E_tot in Eh: -3374.46113
F_max in hartree/bohr: 0.0516
Multiplicity: 5
Lowest unoccupied orbital energy (spin up / spin down) in eV: 0.59 / 0.46
Frontier orbital gap (spin up / spin down) in eV: 3.072 / 5.752
Energy above the lowest of the compared OMol25 structures with the same formula, charge and spin in kcal per mole: 27.90



> The lowest F_max belongs to which entry?

C5H8O